1.
{
  "formula": "C4H5NO2",
  "method": "ωB97M-V/def2-TZVPD",
  "species": ["H", "C", "H", "C", "N", "C", "H", "H", "C", "O", "O", "H"],
  "coordinates": [[-0.44168, 1.62008, -2.52973], [0.45602, -0.37023, -0.37122], [1.27610, 0.74844, 1.62172], [-0.52868, -0.34964, 0.69429], [-1.88981, 0.48307, -1.29337], [0.95116, -0.30528, 1.51220], [0.81338, -1.38220, -0.61091], [-1.15885, -1.23559, 0.84611], [-1.08791, 1.06451, -1.88635], [1.58405, -1.24910, 1.89012], [0.96306, 0.64476, -0.83128], [-1.02708, 0.59113, 0.92615]],
  "lowdin_charge": [0.084, -0.417, 0.140, -0.063, 0.089, -0.226, 0.150, 0.126, -0.060, 0.089, -0.017, 0.105],
  "e_homo_ev": -9.92,
  "homo_lumo_gap_ev": 9.8,
  "multiplicity": 1,
  "total_charge": 0
}

2.
{
  "formula": "C40H31BrN2O6Os",
  "method": "ωB97M-V/def2-TZVPD",
  "species": ["O", "H", "C", "H", "C", "H", "C", "C", "H", "H", "C", "H", "C", "C", "H", "N", "C", "C", "C", "H", "H", "H", "H", "C", "H", "H", "H", "H", "O", "H", "H", "C", "H", "C", "O", "N", "C", "C", "C", "C", "C", "O", "O", "C", "C", "C", "H", "H", "C", "H", "C", "C", "C", "C", "C", "C", "C", "H", "Os", "H", "C", "H", "C", "H", "H", "C", "C", "H", "C", "C", "C", "Br", "H", "H", "C", "C", "H", "H", "O", "C", "C"],
  "coordinates": [[4.40601, 0.26224, 0.76209], [-1.96805, 1.25757, 5.49478], [2.46248, -6.43208, 0.23290], [-3.08446, 2.32716, -0.38130], [3.57426, -2.77939, 3.53684], [0.07461, 7.50283, 0.08133], [-3.98845, 0.05767, 0.35822], [1.53226, -1.60578, 4.06137], [-4.24205, 2.22881, 5.56805], [-0.13719, -5.38021, -1.65853], [2.72349, -5.25301, 0.91830], [-5.41764, -1.47249, 0.82568], [-3.66630, 2.25655, 4.65248], [1.42829, -6.47099, -0.68912], [-2.04523, -2.69824, -5.39654], [1.88362, 1.56311, -2.09133], [3.83382, -1.86284, 2.53024], [1.80389, -0.70505, 3.04038], [-3.40150, -2.20266, 0.79199], [-5.17938, 3.29741, 3.53868], [-1.73147, 6.49988, -1.27650], [-2.41336, -3.88284, -1.31293], [-1.56905, 1.71821, -1.04807], [-2.64651, 0.34965, 0.18713], [3.53135, -5.20829, 1.63794], [1.11082, -1.85109, -2.62444], [3.06564, -7.31254, 0.41244], [1.12828, 0.13492, 2.90849], [2.37724, 2.58156, -2.41267], [4.72839, -1.94061, 1.92689], [-3.65832, -3.22937, 1.01437], [-1.83566, -3.39873, -2.08991], [4.26184, -3.58933, 3.73754], [-1.00036, 3.82597, 0.67478], [0.86235, -1.78117, -0.24131], [-1.70288, -0.60350, 0.34233], [2.93794, -0.83713, 2.24694], [-1.23805, 5.91607, -0.51031], [0.65865, -5.33870, -0.92539], [-4.37376, -1.22936, 0.67838], [-1.37759, 2.37607, 0.98158], [2.24085, 0.54002, 0.39726], [0.74975, 1.21335, -1.91742], [0.04110, -2.91354, -0.41757], [-3.45098, 2.88999, 2.34415], [-1.63758, -2.74506, -4.39514], [-3.86254, 3.38717, 1.47279], [-3.33571, -3.76791, -3.57633], [-2.19918, 1.73823, -0.15411], [-4.71445, 0.85013, 0.24628], [-4.19284, 2.85261, 3.51313], [-1.01035, -2.93416, 0.71119], [1.95557, -4.12349, 0.68290], [0.91542, -4.15682, -0.24141], [0.13682, -2.26951, -2.84059], [-2.39394, 1.71042, 4.60829], [-1.62280, 4.59491, -0.29780], [-1.50500, -3.90506, 0.75155], [0.33056, -0.04875, 0.39474], [2.17124, -3.20358, 1.20772], [-2.06839, -1.87343, 0.61369], [-0.65694, 1.33005, 3.40048], [-0.58653, -2.85839, -1.80682], [-0.45185, -2.82616, 1.64764], [1.22194, -7.38226, -1.23559], [0.40417, 5.71054, 1.22262], [-2.36087, -3.34240, -3.37572], [0.52099, 3.79850, 2.18021], [-0.22650, 6.47701, 0.24803], [-2.17784, 2.32742, 2.28706], [0.01983, 4.39908, 1.43300], [2.04051, -3.90672, 5.64797], [-2.40985, 4.18340, -0.91563], [0.19108, -1.74890, -4.91503], [-1.65269, 1.74667, 3.43224], [-0.38383, -2.21164, -4.12325], [0.65063, -1.49373, 4.67775], [1.20193, 6.13703, 1.81661], [-0.16958, 1.66744, 1.12059], [2.41503, -2.64866, 4.28525], [3.25491, 0.06232, 1.07765]],
  "lowdin_spin": [0.018, 0.000, 0.000, 0.000, 0.008, 0.000, 0.000, 0.008, 0.000, 0.000, 0.000, 0.000, 0.000, 0.000, 0.000, 0.442, -0.001, 0.021, 0.000, 0.000, 0.000, 0.000, 0.004, 0.004, 0.000, 0.000, 0.000, 0.011, 0.310, 0.000, 0.000, 0.001, 0.000, 0.004, 0.207, 0.006, 0.011, 0.000, 0.000, 0.000, 0.020, 0.048, 0.285, 0.020, 0.000, 0.000, 0.000, 0.000, 0.007, 0.000, 0.000, 0.008, 0.001, 0.001, 0.000, 0.000, 0.001, 0.000, 2.327, 0.000, 0.005, 0.000, 0.005, 0.002, 0.000, 0.000, 0.000, 0.000, 0.000, 0.004, 0.001, 0.000, 0.000, 0.000, 0.000, 0.000, 0.000, 0.000, 0.201, -0.001, 0.008],
  "e_homo_ev": [-8.46, -8.35],
  "homo_lumo_gap_ev": [8.3, 6.8],
  "multiplicity": 5,
  "s_squared": 6.015,
  "total_charge": 0
}

3.
{
  "formula": "C23H31Cl4F5O21",
  "method": "ωB97M-V/def2-TZVPD",
  "species": ["C", "H", "H", "H", "O", "C", "H", "O", "F", "C", "O", "C", "H", "C", "O", "C", "H", "C", "O", "O", "C", "H", "F", "H", "H", "C", "C", "H", "C", "O", "H", "H", "O", "H", "H", "C", "H", "F", "H", "Cl", "H", "O", "O", "O", "Cl", "Cl", "C", "H", "H", "O", "O", "H", "H", "H", "O", "C", "O", "C", "O", "H", "H", "H", "F", "C", "F", "C", "H", "C", "Cl", "C", "H", "O", "C", "H", "O", "O", "O", "H", "H", "C", "C", "H", "O", "C"],
  "coordinates": [[-1.17386, 0.43046, 1.84375], [0.40883, -2.92410, -2.07289], [-0.96668, 1.25709, 2.52335], [0.28483, -2.16753, -0.48855], [0.00439, -1.67967, -5.14173], [-3.10862, 1.57690, -1.98038], [1.22404, 0.89692, -3.15760], [-1.38419, -0.15040, -4.15713], [-4.40954, 0.45928, -0.43443], [-5.74005, -2.32003, 1.59354], [3.40793, -0.18480, 5.01234], [2.89745, 0.05609, 3.71365], [-2.82831, -0.41285, -1.16806], [5.05891, 2.92278, -3.11186], [0.29820, 0.80466, -1.32914], [3.06090, 0.77446, 5.77770], [3.81048, 4.87333, -4.20214], [-1.00692, -0.80077, -5.15419], [-4.99220, -1.52653, 3.54414], [1.29664, 0.21631, 0.64908], [4.75374, -1.50475, -0.20807], [-2.19480, 1.50105, -2.56968], [-3.44427, -1.98694, 1.93259], [-2.09341, -0.59745, 7.82465], [-6.45053, -3.08586, 1.90471], [6.68042, 1.14241, -2.66317], [-5.75392, -0.65260, 3.07572], [-2.03815, 1.17990, 7.82109], [-0.75334, -0.49832, 5.47846], [-4.17452, 2.09668, -2.72772], [4.59782, -1.42651, 0.86788], [-4.36886, -3.46298, 2.85711], [-1.39095, -0.57493, -6.43526], [2.73969, 2.04119, 3.22127], [1.87566, -0.26710, -2.05036], [1.43582, 0.72890, -2.10166], [-3.74463, -0.03455, 6.12226], [-2.81616, 1.58692, 5.76495], [1.11555, 1.07328, 3.35968], [3.26473, -2.10696, -0.90682], [2.19027, 1.39986, -1.69089], [-5.55528, 0.94534, -4.20963], [5.35429, 1.64333, -2.85274], [2.15110, 1.54713, 5.10671], [6.14355, -2.54337, -0.44035], [0.78006, -4.44672, -0.18463], [-3.61678, 0.25548, -1.51412], [-5.35496, -2.35641, 0.57448], [-2.81512, 2.17354, -1.11669], [-6.10150, 0.33487, 3.62576], [-6.12129, -0.96076, 1.85683], [2.24895, 4.08237, -4.08475], [3.03715, 4.77912, -2.57796], [7.35047, 1.83125, -2.14875], [0.14609, -1.01382, 4.85240], [3.17138, 4.28750, -3.54149], [-0.60922, 0.18416, 6.62953], [0.06322, -3.07502, -1.05021], [-0.97602, 0.70828, 0.47206], [0.78279, -3.08556, -6.45313], [-0.64442, -1.38257, -8.24476], [6.56903, 0.19898, -2.12874], [1.32993, -1.20304, -6.86864], [-4.55689, -2.42208, 2.59388], [3.92999, 0.09112, 2.88579], [0.40588, -2.06283, -6.45924], [-2.24132, 0.23520, 1.94622], [2.10203, 1.32969, 3.74594], [-1.74565, -3.14461, -1.04263], [-1.87399, 0.28406, 7.22224], [2.31310, -0.82023, 3.43309], [3.46142, 0.88912, 6.92859], [-0.85636, -1.63747, -7.20640], [-0.61587, -0.41800, 2.23981], [-4.31684, -0.13945, -2.63184], [5.88622, 3.80236, -3.23404], [-1.94189, -0.31687, 5.02130], [-1.49057, -2.51480, -7.33368], [7.08892, 0.93456, -3.65214], [-2.72110, 0.31081, 5.97662], [-4.74446, 0.97650, -3.29707], [4.95405, -0.49507, -0.56654], [3.73780, 2.99866, -3.38938], [0.31974, 0.56242, -0.01790]],
  "lowdin_charge": [-0.062, 0.028, 0.093, -0.014, 0.114, -0.113, 0.103, 0.119, 0.074, -0.016, 0.184, -0.340, 0.130, -0.573, -0.005, -0.560, 0.094, -0.477, 0.183, 0.091, -1.035, 0.119, 0.047, 0.142, 0.141, -0.021, -0.696, 0.153, -0.563, 0.095, 0.015, 0.175, 0.105, 0.152, 0.034, -0.063, 0.179, 0.120, 0.111, 0.591, 0.099, 0.145, -0.023, 0.064, 0.541, 0.514, -0.358, 0.142, 0.142, 0.187, 0.102, 0.097, 0.103, 0.100, 0.161, -0.041, 0.105, -1.012, -0.023, 0.176, 0.144, 0.069, 0.095, -0.277, 0.089, -0.285, 0.086, -0.075, 0.507, -0.062, 0.159, 0.138, -0.077, 0.092, 0.132, 0.122, 0.181, 0.138, 0.100, -0.360, -0.469, 0.021, -0.033, -0.509],
  "smiles": "O=C1OC[C@@H](F)O1.O=C1OC[C@@H](F)O1.O=C1OC[C@@H](F)O1.O=C1OC[C@@H](F)O1.O=C1OC[C@@H](F)O1.COC(=O)OC.COC(=O)OC.ClCCl.ClCCl",
  "e_homo_ev": -10.75,
  "homo_lumo_gap_ev": 10.9,
  "multiplicity": 1,
  "total_charge": 0
}

4.
{
  "formula": "C4H6N2OS",
  "method": "ωB97M-V/def2-TZVPD",
  "species": ["H", "H", "C", "H", "S", "O", "H", "H", "N", "C", "C", "N", "H", "C"],
  "coordinates": [[-2.69215, -0.21249, -0.36352], [-1.34038, 1.74476, -0.92551], [-1.79339, -0.08274, 0.20879], [-1.99865, -0.26963, 1.25898], [-0.66205, -1.33225, -0.48076], [0.05907, 1.50628, 0.51892], [-1.85356, 1.97797, 0.82677], [2.54747, 0.39279, -1.20439], [0.88769, 1.37680, -0.60821], [-1.27614, 1.34494, 0.11056], [1.75304, 0.45588, -0.44603], [0.66893, -1.38893, 0.67809], [2.52665, -0.88221, 1.10570], [1.65557, -0.61818, 0.51896]],
  "lowdin_charge": [0.064, 0.125, -0.449, 0.077, 0.858, -0.169, 0.132, 0.127, 0.056, -0.285, -0.152, -0.242, 0.109, -0.252],
  "smiles": "C1=N\\OCCS\\N=C/1",
  "e_homo_ev": -8.51,
  "homo_lumo_gap_ev": 8.7,
  "multiplicity": 1,
  "total_charge": 0
}

Calculated max |F| (eV/Å), listed in the same order as above: 2.3, 0.3, 7.3, 1.5